(1)
Formula: C25H18Br3NO4Zn
Source: the OMol25 dataset
Level of theory: ωB97M-V/def2-TZVPD

The geometry in XYZ format:
```
52
Properties=species:S:1:pos:R:3:forces:R:3:lowdin_charge:R:1
C 4.585 -2.219 1.786 0.1 -0.3 0.4 -0.13
C 3.825 -0.997 2.451 -0.4 -0.8 -0.3 -0.71
Br 3.652 -1.469 4.392 0.4 0.4 -0.8 0.68
C 2.346 -0.882 1.893 0.7 0.2 0.5 -0.65
Br 1.363 0.381 3.106 0.0 -0.2 -1.0 0.69
C 2.238 -0.306 0.459 -0.2 0.7 -2.1 -0.13
C 3.163 0.742 -0.030 -1.3 -0.2 -1.7 0.09
C 3.052 1.336 -1.383 -1.2 -1.2 0.5 -0.12
C 4.022 2.482 -1.860 -1.4 0.2 0.9 -0.11
C 3.181 3.846 -1.925 0.1 0.7 -0.3 -0.08
C 3.340 4.639 -0.574 -0.2 -0.4 1.2 -0.45
O 3.390 4.003 0.453 0.0 0.2 -1.0 0.12
O 3.431 6.025 -0.498 -0.7 -1.0 -1.2 0.08
C 1.967 0.855 -2.292 0.3 -1.1 2.2 0.02
C 1.025 -0.185 -1.840 0.9 0.4 1.2 -0.06
C 1.178 -0.753 -0.476 0.5 0.9 -0.5 0.02
C 0.132 -1.852 -0.083 -0.1 0.9 -0.7 -0.30
O 0.406 -2.877 0.477 -0.1 0.7 -0.2 0.12
C -1.333 -1.516 -0.548 -0.6 0.4 0.1 -0.06
C -1.471 -0.926 -1.921 -0.4 -0.5 0.7 -0.03
C -2.818 -0.572 -2.436 0.1 -1.3 2.4 0.05
C -3.973 -0.800 -1.551 2.1 0.3 -0.1 0.04
C -3.824 -1.349 -0.195 0.9 -0.7 0.6 -0.07
C -4.995 -1.563 0.780 -1.4 1.5 0.2 -0.26
C -5.804 -0.391 1.150 -0.8 0.2 0.1 0.01
C -6.932 -0.400 2.102 2.0 -3.8 -0.4 0.01
C -7.166 -1.755 2.676 1.6 2.1 -2.0 0.03
C -6.280 -2.835 2.186 -1.0 -0.2 1.1 -0.10
N -5.253 -2.797 1.315 -0.7 1.8 0.4 0.07
C -2.454 -1.751 0.341 0.1 0.6 -2.5 -0.42
Br -2.217 -2.521 2.119 -0.3 0.9 -1.9 0.89
C -0.160 -0.702 -2.704 -0.4 -0.1 2.9 -0.28
O -0.064 -0.900 -3.950 -0.5 2.2 0.1 -0.06
H 5.691 -2.018 1.691 -1.3 -0.1 -0.1 0.10
H 4.135 -2.543 0.805 0.5 0.6 0.8 0.08
H 4.482 -3.112 2.469 0.1 1.0 -0.8 0.06
H 4.369 -0.022 2.380 -0.5 -1.0 0.2 0.09
H 1.849 -1.871 2.044 0.3 1.0 -0.4 0.09
H 3.976 1.157 0.620 -1.0 -0.5 -0.7 0.13
H 4.802 2.627 -1.061 -0.6 -0.4 -1.1 0.13
H 4.455 2.264 -2.867 -0.3 0.0 1.0 0.13
H 2.073 3.630 -2.018 1.1 0.2 0.2 0.12
H 3.446 4.464 -2.830 -0.1 -0.6 1.1 0.13
H 2.558 6.422 -0.305 0.6 -0.3 0.0 0.13
H 1.903 1.318 -3.314 0.3 -0.6 0.6 0.04
H -2.929 -0.142 -3.459 -0.1 -0.5 1.0 0.12
H -4.978 -0.525 -1.947 0.9 -0.3 0.6 0.13
H -5.537 0.590 0.673 -0.3 -1.1 0.5 0.12
H -7.520 0.499 2.386 0.6 -0.8 -0.4 0.12
H -7.973 -1.927 3.434 1.0 0.0 -0.9 0.12
H -6.487 -3.849 2.628 0.3 1.1 -0.6 0.13
Zn 0.136 1.049 -4.749 0.2 -1.1 0.3 1.16
```
Forces are in eV/Å.

Properties
- Multiplicity: 1
- E: -294417.622 eV
- Net charge: +2



(2)
Formula: C25H18ClN5O4S
Source: the OMol25 dataset
Level of theory: ωB97M-V/def2-TZVPD

The geometry in XYZ format:
```
54
Properties=species:S:1:pos:R:3:forces:R:3:lowdin_charge:R:1
C 3.998 0.216 1.819 -0.1 0.2 -0.2 0.01
C 3.455 -0.124 0.483 -0.3 -0.6 -0.3 -0.30
C 3.058 -1.303 -0.075 0.2 0.6 0.2 0.03
C 2.613 -0.928 -1.373 0.6 0.8 1.2 -0.36
N 2.750 0.366 -1.551 -0.4 -0.7 -1.0 0.12
O 3.273 0.870 -0.401 0.4 0.0 0.7 0.02
N 2.114 -1.743 -2.354 -0.2 -0.9 -0.4 -0.01
S 1.403 -3.232 -2.048 -0.1 0.4 -0.2 0.67
O 2.205 -3.925 -1.090 -0.1 0.3 0.2 -0.27
O 1.160 -3.819 -3.326 -0.2 0.3 -0.1 -0.27
C -0.160 -2.790 -1.297 0.5 -0.3 -0.3 -0.27
C -0.185 -2.380 0.023 0.0 0.0 0.2 -0.03
C -1.372 -1.943 0.575 -0.1 -0.2 -0.2 0.01
C -2.534 -1.911 -0.198 0.5 -0.4 -0.2 -0.25
C -2.509 -2.401 -1.503 0.0 0.1 0.3 0.00
C -1.314 -2.827 -2.056 0.0 -0.1 -0.1 -0.05
H -1.254 -3.181 -3.073 -0.1 0.0 -0.1 0.12
H -3.416 -2.415 -2.088 -0.1 0.0 -0.1 0.12
N -3.711 -1.367 0.331 -0.4 -0.3 -0.1 0.15
C -3.820 -0.183 1.013 0.0 -0.1 -0.1 -0.42
O -4.864 0.159 1.517 -0.1 0.2 0.2 0.11
C -2.572 0.643 0.997 0.2 0.6 -0.2 -0.08
C -1.969 0.906 -0.208 -0.2 0.2 0.5 0.05
C -0.737 1.599 -0.241 -0.2 -0.1 0.4 -0.21
N -0.175 2.075 0.845 0.4 0.1 -0.5 0.19
C -0.777 1.897 2.031 -0.6 -0.3 0.3 -0.21
C -0.161 2.436 3.183 -0.1 0.0 0.2 0.00
C -0.713 2.253 4.418 0.1 0.1 -0.1 -0.09
C -1.907 1.522 4.551 -0.2 -0.2 -0.4 -0.66
C -2.539 0.980 3.463 0.0 0.1 0.4 -0.04
C -1.990 1.163 2.181 0.3 0.1 -0.3 -0.09
H -3.465 0.439 3.574 -0.1 0.0 0.1 0.11
Cl -2.575 1.311 6.128 -0.1 0.0 0.2 0.69
H -0.248 2.664 5.300 0.0 0.0 0.1 0.10
H 0.752 2.995 3.051 0.1 0.1 0.0 0.11
C -0.009 1.743 -1.504 0.3 0.1 -0.5 -0.15
C 0.843 2.822 -1.735 -0.2 -0.2 -0.1 -0.01
C 1.536 2.882 -2.929 -0.1 0.0 0.0 -0.05
C 1.370 1.854 -3.844 0.1 0.3 0.0 -0.15
N 0.583 0.812 -3.629 0.0 -0.4 -0.4 0.06
C -0.086 0.762 -2.494 -0.2 0.3 0.4 -0.11
H -0.692 -0.125 -2.355 -0.1 0.0 0.1 0.10
H 1.890 1.855 -4.792 0.1 0.1 0.0 0.11
H 2.202 3.703 -3.143 0.1 0.1 0.0 0.10
H 0.943 3.584 -0.979 0.0 0.1 0.1 0.12
H -2.422 0.585 -1.132 0.0 -0.1 -0.1 0.13
H -4.585 -1.837 0.132 0.1 0.1 0.1 0.17
H -1.407 -1.620 1.604 0.0 0.0 0.1 0.13
H 0.719 -2.413 0.606 0.1 0.0 0.2 0.11
H 1.798 -1.261 -3.184 -0.2 0.0 -0.3 0.11
H 3.102 -2.293 0.324 0.1 -0.2 0.2 0.10
H 3.298 0.859 2.350 0.0 0.0 0.1 0.08
H 4.163 -0.691 2.392 0.0 0.0 0.0 0.09
H 4.937 0.756 1.714 0.1 0.0 0.1 0.09
```
Forces are in eV/Å.

Properties
- Multiplicity: 1
- Net charge: 0
- Structure (SMILES): Cc1cc(NS(=O)(=O)c2ccc(NC(=O)c3cc(-c4cccnc4)nc4ccc(Cl)cc34)cc2)no1
- Energy above the lowest of the compared OMol25 structures with the same formula, charge and spin: 0.0 kcal per mole



(3)
Formula: C25H18F12N3O2Re
Source: the OMol25 dataset
Level of theory: ωB97M-V/def2-TZVPD

The geometry in XYZ format:
```
61
Properties=species:S:1:pos:R:3:forces:R:3:lowdin_charge:R:1
Re 0.045 0.787 -0.220 0.1 -0.1 -0.2 1.89
C 4.557 -0.786 5.123 -0.1 0.0 -0.1 0.05
C 3.434 -0.587 4.208 0.2 0.0 0.1 -0.09
C 2.145 -1.089 4.502 0.1 0.1 0.0 0.06
C 1.123 -0.853 3.648 0.2 -0.1 -0.1 0.08
C 1.287 -0.050 2.429 0.0 -0.1 0.1 -0.10
N 0.156 0.333 1.817 0.2 -0.2 -0.1 0.03
C -1.012 0.259 2.575 -0.3 0.1 0.1 -0.20
C -0.977 0.779 3.897 0.0 0.1 -0.2 0.02
C -2.064 0.670 4.729 0.0 0.0 0.0 0.05
C -3.219 0.007 4.300 -0.1 0.0 0.0 -0.14
C -4.389 -0.175 5.194 0.1 -0.1 -0.1 0.03
C -3.254 -0.509 2.969 -0.1 0.0 0.2 0.11
C -2.207 -0.371 2.102 0.3 0.1 0.1 -0.05
C -2.234 -0.953 0.705 0.4 0.3 -0.2 -0.15
O -1.556 0.042 -0.107 -0.2 -0.1 0.0 -0.19
C -1.390 -2.281 0.540 0.3 0.0 -0.1 -0.52
F -1.352 -2.942 1.673 -0.1 0.0 0.1 0.24
F -0.075 -1.915 0.241 -0.2 0.3 0.2 0.08
F -1.799 -3.032 -0.435 -0.1 0.0 0.0 0.27
C -3.656 -1.090 0.078 -0.1 -0.1 -0.1 -0.59
F -4.242 -2.141 0.625 -0.1 0.0 0.0 0.24
F -4.349 0.012 0.327 0.0 0.0 0.0 0.22
F -3.545 -1.241 -1.228 0.0 0.0 0.0 0.23
C 2.666 0.242 2.016 -0.2 -0.2 0.1 -0.02
C 3.655 0.020 2.910 0.1 -0.1 0.1 0.12
C 3.025 0.691 0.621 -0.7 0.3 -0.2 -0.17
O 1.791 1.015 -0.043 0.4 -0.2 -0.2 -0.20
C 3.851 2.017 0.559 0.3 -0.1 0.1 -0.58
F 3.278 2.889 1.392 -0.1 0.1 0.1 0.20
F 5.090 1.772 0.944 -0.1 0.1 0.0 0.24
F 3.831 2.510 -0.660 0.0 0.0 0.0 0.24
C 3.638 -0.487 -0.217 0.2 -0.1 0.1 -0.57
F 3.939 -0.083 -1.427 0.0 0.0 -0.1 0.25
F 4.696 -0.967 0.401 0.0 0.0 0.0 0.24
F 2.690 -1.434 -0.285 -0.1 -0.1 0.0 0.18
H 4.244 -0.688 6.166 0.0 0.0 0.0 0.13
H 4.869 -1.845 5.024 0.0 0.0 0.0 0.17
H 5.422 -0.166 4.902 0.0 0.0 0.0 0.12
H 1.994 -1.696 5.387 0.0 0.0 0.0 0.16
H 0.160 -1.315 3.822 0.1 -0.1 -0.1 0.15
H -0.100 1.336 4.212 0.0 0.0 0.0 0.15
H -2.035 1.113 5.716 0.0 0.0 0.0 0.15
H -4.435 0.579 5.976 0.0 0.0 0.0 0.11
H -5.330 -0.213 4.647 0.0 0.0 0.0 0.12
H -4.272 -1.150 5.690 -0.1 0.0 0.0 0.14
H -4.152 -1.031 2.664 0.0 0.0 0.0 0.15
H 4.678 0.268 2.655 0.0 0.0 0.0 0.16
N -0.702 3.983 0.888 0.0 0.1 -0.1 0.24
C -0.688 3.781 -0.418 0.0 -0.1 0.0 -0.27
C -0.953 4.794 -1.363 0.0 0.1 -0.1 0.06
C -0.930 4.524 -2.699 0.0 -0.1 0.0 0.08
C -0.630 3.211 -3.192 0.0 0.2 -0.2 0.04
C -0.376 2.264 -2.282 0.1 -0.1 0.4 -0.11
N -0.404 2.524 -0.907 -0.1 -0.1 0.3 -0.11
H -0.899 4.909 1.249 0.0 0.0 0.0 0.16
H -0.507 3.261 1.561 0.0 0.0 0.0 0.11
H -1.177 5.788 -0.998 0.0 0.0 0.0 0.16
H -1.141 5.317 -3.407 0.0 0.0 0.0 0.16
H -0.605 2.985 -4.250 0.0 0.0 0.0 0.15
H -0.128 1.226 -2.586 0.0 -0.1 0.1 0.14
```
Forces are in eV/Å.

Properties
- Multiplicity: 1
- E: -69477.428 eV
- Net charge: +4



(4)
Formula: C25H18N6O6STi
Source: the OMol25 dataset
Level of theory: ωB97M-V/def2-TZVPD

The geometry in XYZ format:
```
57
Properties=species:S:1:pos:R:3:forces:R:3:lowdin_charge:R:1
Ti -0.423 0.429 0.681 -0.4 -0.6 -0.2 1.15
O -0.267 2.308 -2.894 -0.1 -0.1 0.0 0.15
C -0.419 1.970 -1.748 0.2 0.0 0.1 -0.41
N 0.042 0.831 -1.127 0.2 0.1 -0.3 -0.02
C 1.186 0.108 -1.581 -0.1 0.2 0.0 -0.20
C 1.481 -0.203 -2.893 0.0 0.0 0.0 0.01
C 2.661 -0.889 -3.158 -0.1 0.0 0.0 -0.05
C 3.512 -1.249 -2.124 0.0 0.0 0.0 -0.06
C 3.207 -0.963 -0.797 0.0 -0.1 -0.1 -0.01
C 2.028 -0.287 -0.530 0.0 0.2 0.2 -0.20
N 1.502 0.053 0.758 0.3 -0.1 0.0 -0.01
C 2.141 -0.177 1.942 0.0 0.0 0.0 -0.44
O 3.232 -0.666 2.145 0.0 0.1 0.0 0.10
C 1.276 0.248 3.113 0.1 -0.1 -0.1 -0.16
C 1.765 0.234 4.403 0.0 0.0 0.0 0.03
C 0.914 0.599 5.433 0.0 0.0 0.0 -0.02
C -0.397 0.945 5.138 0.0 0.0 0.0 -0.02
C -0.812 0.925 3.819 0.0 0.0 0.0 -0.10
N 0.013 0.591 2.820 0.2 0.2 0.1 0.02
C -1.068 2.882 -0.734 0.1 0.0 -0.1 -0.17
C -1.825 3.971 -1.112 0.1 0.1 0.0 0.04
C -2.279 4.828 -0.124 0.0 0.0 0.0 -0.01
C -1.945 4.571 1.199 0.0 0.0 0.0 -0.02
C -1.207 3.441 1.494 0.0 0.0 0.0 -0.10
N -0.782 2.601 0.546 -0.1 0.0 0.0 0.02
H 0.797 0.049 -3.690 0.0 0.0 0.0 0.13
H 2.873 -1.182 -4.174 0.0 0.0 0.0 0.11
H 4.424 -1.787 -2.347 0.0 0.0 0.0 0.11
H 3.858 -1.269 0.006 0.0 0.0 0.0 0.10
H 2.791 -0.065 4.560 0.0 0.0 0.0 0.13
H 1.263 0.606 6.457 0.0 0.0 0.0 0.12
H -1.098 1.221 5.911 0.0 0.0 0.0 0.12
H -1.831 1.171 3.549 0.0 0.0 0.0 0.10
H -2.017 4.129 -2.164 0.0 0.0 0.0 0.13
H -2.876 5.693 -0.379 0.0 0.0 0.0 0.12
H -2.258 5.228 1.997 0.0 0.0 0.0 0.12
H -0.942 3.197 2.513 0.0 0.0 0.0 0.11
O -4.375 0.954 2.175 -0.1 0.1 0.1 0.13
C -3.387 0.707 1.595 0.0 -0.1 -0.1 -0.46
N -2.373 0.450 1.008 -0.2 0.0 0.2 0.01
N -0.695 -1.730 1.063 -0.1 -0.1 0.0 0.03
C -0.643 -2.253 -0.302 0.0 0.0 0.1 -0.32
C -1.649 -1.912 -1.191 -0.1 0.0 0.0 -0.05
C -1.526 -2.290 -2.522 0.0 0.0 0.0 -0.03
C -0.424 -3.013 -2.948 0.0 0.0 0.2 -0.24
C 0.550 -3.397 -2.026 0.0 0.0 -0.1 -0.03
C 0.448 -3.014 -0.705 0.0 0.0 0.0 -0.03
S -0.210 -3.419 -4.685 0.0 0.1 -0.1 0.40
O -0.237 -4.867 -4.701 0.0 0.0 0.0 -0.34
O 1.093 -2.836 -4.981 0.0 0.0 0.0 -0.35
O -1.328 -2.759 -5.331 0.0 0.0 0.0 -0.35
H 0.011 -2.193 1.630 0.0 0.1 0.0 0.12
H -1.606 -1.903 1.480 0.1 0.0 0.0 0.11
H -2.511 -1.345 -0.856 0.0 0.0 0.0 0.10
H -2.276 -2.021 -3.254 0.0 0.0 0.0 0.12
H 1.398 -3.975 -2.369 0.0 0.0 0.0 0.13
H 1.222 -3.278 0.009 0.0 0.0 0.0 0.12
```
Forces are in eV/Å.

Properties
- Multiplicity: 1
- Net charge: 0
- Energy above the lowest of the compared OMol25 structures with the same formula, charge and spin: 6.5 kcal per mole